--- a ---
C5H14O3 | the ωB97M-V functional and the def2-TZVPD basis

Calculated values
HOMO-LUMO gap = 10.5 eV
LUMO level = 0.0163 Eh
SMILES string = OCCCCCO.O
HOMO = -10.0 eV

Atoms and positions in Å:
O1 0.62 0.58 3.65
C1 1.25 1.40 2.61
C2 1.64 0.69 1.28
C3 0.55 0.32 0.20
C4 1.36 -0.59 -0.88
C5 0.28 -0.86 -1.88
O2 -1.11 -1.13 -1.43
H1 0.62 -0.30 3.15
H2 0.44 2.21 2.20
H3 2.01 1.94 3.28
H4 1.95 -0.26 1.74
H5 2.38 1.31 0.87
H6 0.02 1.14 -0.33
H7 -0.23 -0.38 0.52
H8 2.22 -0.06 -1.35
H9 1.67 -1.43 -0.30
H10 0.54 -1.95 -2.37
H11 0.20 -0.21 -2.70
H12 -1.26 -1.80 -0.79
O3 -3.75 -0.12 -3.07
H13 -4.21 -0.64 -2.36
H14 -2.88 0.05 -2.69

---

--- b ---
C5H14O3 | the ωB97M-V functional and the def2-TZVPD basis

Calculated values
HOMO-LUMO gap = 9.5 eV
LUMO level = 0.0142 Eh
SMILES string = C=C/C=C/C.O.O.O
HOMO = -9.1 eV

Atoms and positions in Å:
C1 -0.10 3.63 0.12
C2 -0.34 2.43 -0.37
C3 0.75 1.49 -0.75
C4 1.00 0.22 -0.45
C5 2.30 -0.41 -0.95
H1 -0.94 4.31 0.27
H2 0.86 4.13 0.16
H3 -1.32 1.99 -0.54
H4 1.41 1.92 -1.50
H5 0.34 -0.19 0.32
H6 2.24 -1.47 -0.70
H7 3.16 0.05 -0.47
H8 2.28 -0.25 -2.01
O1 -2.47 -2.97 -0.38
H9 -1.86 -3.23 0.31
H10 -3.34 -3.11 0.02
O2 -1.45 0.21 3.78
H11 -1.29 0.59 2.90
H12 -0.72 -0.41 3.89
O3 0.17 -3.01 -1.20
H13 -0.41 -3.70 -1.52
H14 -0.29 -2.23 -0.93

---

Most stable = b

---

--- a ---
CH4N2O2 | the ωB97M-V functional and the def2-TZVPD basis

Calculated values
HOMO-LUMO gap (alpha / beta) = 8.1 / 7.9 eV
LUMO level (alpha / beta) = -0.0056 / -0.0115 Eh
HOMO (alpha / beta) = -8.3 / -8.2 eV

Atoms and positions in Å:
C1 -1.05 -0.52 0.09
N1 1.48 -0.75 -0.21
N2 -0.11 0.37 -0.60
O1 0.21 1.44 0.16
O2 2.25 -0.05 0.28
H1 -2.07 -0.62 -0.45
H2 -1.10 -0.03 0.98
H3 -0.62 -1.51 0.08
H4 1.03 1.67 -0.33

---

--- b ---
CH4N2O2 | the ωB97M-V functional and the def2-TZVPD basis

Calculated values
HOMO-LUMO gap (alpha / beta) = 9.2 / 9.1 eV
LUMO level (alpha / beta) = -0.0690 / -0.0437 Eh
HOMO (alpha / beta) = -11.1 / -10.2 eV

Atoms and positions in Å:
C1 -0.95 0.21 -0.19
N1 1.20 0.62 1.21
N2 -0.23 -0.46 -1.18
O1 -0.25 -0.01 -2.29
O2 0.21 -1.60 -0.94
H1 -1.17 -0.23 0.67
H2 -1.36 1.18 -0.47
H3 1.39 -0.32 0.90
H4 1.17 0.61 2.30

---

--- c ---
CH4N2O2 | the ωB97M-V functional and the def2-TZVPD basis

Calculated values
HOMO-LUMO gap = 10.5 eV
LUMO level = 0.0233 Eh
SMILES string = O=NO.C=N
HOMO = -9.9 eV

Atoms and positions in Å:
O1 1.98 2.14 -0.65
N1 1.29 1.18 -0.49
O2 1.68 0.37 0.53
H1 0.98 -0.35 0.61
C1 -1.25 -0.36 -0.24
N2 -0.56 -1.09 0.50
H2 -0.77 0.48 -0.73
H3 -2.31 -0.50 -0.46
H4 -1.04 -1.88 0.94

---

--- d ---
CH4N2O2 | the ωB97M-V functional and the def2-TZVPD basis

Calculated values
HOMO-LUMO gap = 10.6 eV
LUMO level = 0.0262 Eh
SMILES string = NN(O)C=O
HOMO = -9.9 eV

Atoms and positions in Å:
N1 0.19 1.05 0.12
N2 -0.05 -0.20 -0.17
O1 1.06 -1.13 0.06
C1 -1.33 -0.77 -0.10
O2 -2.27 -0.09 0.20
H1 -0.14 1.69 -0.79
H2 -0.33 1.40 0.89
H3 1.51 -1.29 -0.75
H4 -1.46 -1.89 -0.23

---

Most stable = d

---

--- a ---
CH4N2O2 | the ωB97M-V functional and the def2-TZVPD basis

Calculated values
HOMO-LUMO gap = 10.1 eV
LUMO level = 0.0075 Eh
SMILES string = [H]/N=[N+](/[O-])OC
HOMO = -9.9 eV

Atoms and positions in Å:
H1 1.89 -1.75 -0.06
N1 2.07 -0.75 0.10
N2 1.02 -0.12 0.03
O1 1.23 1.33 -0.06
O2 -0.22 -0.65 -0.19
C1 -1.26 0.29 0.10
H2 -2.08 -0.08 -0.42
H3 -1.16 1.12 -0.57
H4 -1.49 0.60 1.08

---

--- b ---
CH4N2O2 | the ωB97M-V functional and the def2-TZVPD basis

Calculated values
HOMO-LUMO gap = 8.1 eV
LUMO level = -0.0394 Eh
HOMO = -9.2 eV

Atoms and positions in Å:
C1 0.21 0.63 -0.03
H1 -3.09 -0.70 -0.76
H2 -1.71 1.11 0.58
H3 0.52 1.64 0.04
H4 2.46 0.58 0.62
N1 -1.28 0.58 -0.17
N2 0.85 -0.44 -0.11
O1 -1.82 -0.65 0.23
O2 2.27 -0.28 -0.02

---

--- c ---
CH4N2O2 | the ωB97M-V functional and the def2-TZVPD basis

Calculated values
HOMO-LUMO gap = 11.5 eV
LUMO level = 0.0328 Eh
SMILES string = [H]/N=[N+](/[O-])OC
HOMO = -10.6 eV

Atoms and positions in Å:
H1 2.01 -1.72 -0.04
N1 2.04 -0.73 -0.04
N2 1.07 -0.01 0.05
O1 1.08 1.14 0.38
O2 -0.22 -0.64 -0.11
C1 -1.28 0.31 -0.02
H2 -0.88 1.26 -0.09
H3 -1.89 0.04 0.75
H4 -1.94 0.36 -0.88

---

Most stable = c

---

--- a ---
C55H62N2O4S4SiTi | the ωB97M-V functional and the def2-TZVPD basis

Calculated values
HOMO-LUMO gap = 4.9 eV
Charge = -2
LUMO level = 0.1412 Eh
HOMO = -1.0 eV

Atoms and positions in Å:
Ti1 -1.09 -0.93 -0.25
C1 4.03 -0.62 5.45
C2 3.50 0.34 4.38
C3 4.69 0.97 3.65
C4 2.72 1.45 5.09
C5 2.61 -0.38 3.36
C6 1.72 0.35 2.58
C7 0.99 -0.27 1.59
N1 0.03 0.28 0.77
C8 -0.63 1.50 1.03
C9 -0.03 2.73 1.16
C10 -0.83 3.85 1.38
C11 -2.20 3.67 1.46
C12 -2.85 2.43 1.31
C13 -2.03 1.33 1.05
O1 -2.43 0.09 0.76
C14 -4.38 2.43 1.33
C15 -4.87 3.21 2.56
C16 -4.88 3.12 0.05
C17 -5.03 1.05 1.39
C18 -0.15 5.22 1.45
C19 0.88 5.23 2.58
C20 0.56 5.50 0.12
C21 -1.15 6.35 1.71
C22 1.08 -1.67 1.39
O2 0.21 -2.15 0.48
C23 1.94 -2.43 2.18
C24 2.71 -1.74 3.14
C25 1.94 -3.96 2.15
C26 3.05 -4.57 3.00
C27 2.11 -4.48 0.72
C28 0.59 -4.43 2.70
H1 4.56 -0.05 6.22
H2 4.73 -1.34 5.04
H3 3.22 -1.16 5.93
H4 5.34 1.51 4.34
H5 4.35 1.66 2.88
H6 5.29 0.20 3.16
H7 3.33 1.89 5.89
H8 1.80 1.07 5.52
H9 2.45 2.26 4.41
H10 1.59 1.42 2.72
H11 1.04 2.80 1.04
H12 -2.83 4.54 1.60
H13 -4.51 4.24 2.58
H14 -4.54 2.72 3.48
H15 -5.96 3.24 2.56
H16 -4.53 4.16 -0.01
H17 -5.97 3.12 0.02
H18 -4.52 2.59 -0.83
H19 -4.70 0.49 2.26
H20 -4.83 0.46 0.50
H21 -6.12 1.19 1.46
H22 1.64 4.46 2.42
H23 0.41 5.04 3.54
H24 1.39 6.20 2.63
H25 1.34 4.77 -0.08
H26 1.01 6.50 0.13
H27 -0.15 5.45 -0.71
H28 -1.69 6.20 2.65
H29 -1.88 6.43 0.91
H30 -0.62 7.30 1.78
H31 3.39 -2.32 3.74
H32 4.03 -4.21 2.70
H33 3.03 -5.65 2.88
H34 2.92 -4.36 4.07
H35 3.06 -4.17 0.29
H36 1.32 -4.11 0.08
H37 2.07 -5.58 0.73
H38 0.45 -4.08 3.72
H39 0.53 -5.52 2.69
H40 -0.22 -4.03 2.09
O3 -2.34 -2.44 1.50
C29 -2.75 -3.59 0.80
C30 -2.60 -3.55 -0.71
C31 -2.96 -4.65 -1.46
C32 -2.94 -4.54 -2.84
C33 -2.64 -3.33 -3.44
C34 -2.30 -2.27 -2.62
N2 -2.22 -2.41 -1.29
H41 -2.87 -1.65 1.26
H42 -3.81 -3.81 1.00
H43 -2.16 -4.42 1.19
H44 -3.26 -5.57 -0.96
H45 -3.21 -5.40 -3.46
H46 -2.67 -3.17 -4.51
H47 -2.08 -1.28 -3.02
O4 -5.28 2.32 -6.06
C35 -4.87 1.76 -5.07
S1 -3.35 2.14 -4.28
C36 -3.41 0.93 -2.98
C37 -4.53 0.16 -2.93
S2 -5.09 -1.05 -1.80
S3 -5.69 0.45 -4.24
S4 -2.02 1.11 -1.91
C38 3.15 -4.63 -3.04
C39 1.78 -4.68 -2.80
C40 1.09 -3.52 -2.48
C41 1.72 -2.27 -2.43
C42 3.09 -2.25 -2.69
C43 3.80 -3.41 -2.98
Si1 0.66 -0.67 -2.27
C44 1.95 0.67 -1.84
C45 2.84 0.42 -0.79
C46 3.74 1.38 -0.35
C47 3.78 2.63 -0.95
C48 2.92 2.89 -2.01
C49 2.03 1.92 -2.45
C50 0.25 -0.46 -4.14
C51 -0.27 0.72 -4.70
C52 -0.54 0.84 -6.06
C53 -0.32 -0.23 -6.92
C54 0.18 -1.41 -6.40
C55 0.47 -1.51 -5.04
H48 3.70 -5.54 -3.27
H49 1.26 -5.63 -2.82
H50 0.03 -3.60 -2.27
H51 3.62 -1.31 -2.68
H52 4.87 -3.35 -3.17
H53 2.83 -0.54 -0.29
H54 4.40 1.15 0.48
H55 4.47 3.39 -0.60
H56 2.94 3.86 -2.50
H57 1.37 2.16 -3.27
H58 -0.52 1.54 -4.05
H59 -0.96 1.76 -6.43
H60 -0.55 -0.14 -7.97
H61 0.36 -2.26 -7.04
H62 0.87 -2.45 -4.68

---

--- b ---
C55H62N2O4S4SiTi | the ωB97M-V functional and the def2-TZVPD basis

Calculated values
HOMO-LUMO gap = 5.2 eV
Charge = -2
LUMO level = 0.1429 Eh
HOMO = -1.3 eV

Atoms and positions in Å:
Ti1 0.36 -0.42 0.86
C1 -2.61 5.03 -3.65
C2 -2.99 4.54 -2.24
C3 -4.34 3.83 -2.35
C4 -3.17 5.75 -1.32
C5 -1.89 3.63 -1.69
C6 -2.14 2.31 -1.32
C7 -1.11 1.52 -0.83
N1 -1.14 0.20 -0.39
C8 -2.29 -0.58 -0.46
C9 -3.31 -0.53 -1.40
C10 -4.36 -1.46 -1.35
C11 -4.33 -2.43 -0.37
C12 -3.28 -2.56 0.55
C13 -2.25 -1.62 0.49
O1 -1.16 -1.64 1.24
C14 -3.36 -3.70 1.57
C15 -4.58 -3.49 2.47
C16 -2.13 -3.82 2.48
C17 -3.50 -5.05 0.84
C18 -5.52 -1.42 -2.36
C19 -5.41 -0.25 -3.33
C20 -5.54 -2.72 -3.17
C21 -6.85 -1.28 -1.61
C22 0.18 2.06 -0.66
O2 1.06 1.18 -0.15
C23 0.45 3.39 -1.00
C24 -0.61 4.13 -1.55
C25 1.81 4.09 -0.86
C26 2.49 4.11 -2.23
C27 2.75 3.42 0.14
C28 1.61 5.54 -0.37
H1 -3.39 5.69 -4.05
H2 -2.48 4.18 -4.32
H3 -1.67 5.59 -3.63
H4 -5.09 4.52 -2.75
H5 -4.69 3.48 -1.37
H6 -4.28 2.97 -3.02
H7 -3.96 6.41 -1.69
H8 -2.25 6.33 -1.24
H9 -3.44 5.43 -0.31
H10 -3.15 1.93 -1.36
H11 -3.27 0.19 -2.20
H12 -5.14 -3.15 -0.33
H13 -4.49 -2.55 3.01
H14 -4.67 -4.30 3.20
H15 -5.51 -3.45 1.89
H16 -1.95 -2.90 3.05
H17 -1.22 -4.02 1.91
H18 -2.29 -4.64 3.18
H19 -4.40 -5.09 0.22
H20 -3.55 -5.87 1.56
H21 -2.64 -5.22 0.19
H22 -4.50 -0.32 -3.93
H23 -5.40 0.70 -2.81
H24 -6.26 -0.26 -4.02
H25 -4.60 -2.84 -3.72
H26 -6.36 -2.72 -3.89
H27 -5.65 -3.59 -2.52
H28 -6.86 -0.36 -1.02
H29 -7.01 -2.12 -0.92
H30 -7.69 -1.25 -2.31
H31 -0.42 5.15 -1.84
H32 2.70 3.09 -2.57
H33 3.44 4.65 -2.18
H34 1.86 4.60 -2.98
H35 3.02 2.42 -0.18
H36 2.29 3.34 1.13
H37 3.66 4.01 0.22
H38 1.10 6.17 -1.11
H39 2.58 5.99 -0.17
H40 1.02 5.55 0.55
O3 1.13 -0.26 -2.76
C29 0.31 -1.39 -2.67
C30 0.82 -2.49 -1.76
C31 1.18 -3.70 -2.33
C32 1.53 -4.78 -1.53
C33 1.51 -4.61 -0.16
C34 1.18 -3.36 0.34
N2 0.86 -2.31 -0.42
H41 1.05 0.27 -1.92
H42 0.25 -1.80 -3.68
H43 -0.71 -1.13 -2.36
H44 1.15 -3.80 -3.41
H45 1.81 -5.73 -1.97
H46 1.77 -5.40 0.52
H47 1.14 -3.20 1.41
O4 -0.07 1.19 7.82
C35 0.03 0.92 6.64
S1 0.74 -0.57 6.03
C36 0.41 -0.30 4.32
C37 -0.23 0.84 4.00
S2 -0.55 1.38 2.39
S3 -0.67 1.89 5.34
S4 1.01 -1.44 3.17
C38 6.01 1.38 -2.04
C39 4.98 0.53 -2.40
C40 4.17 -0.04 -1.43
C41 4.34 0.22 -0.07
C42 5.39 1.08 0.27
C43 6.22 1.65 -0.69
Si1 3.12 -0.53 1.23
C44 3.72 0.38 2.80
C45 3.04 1.50 3.27
C46 3.46 2.19 4.40
C47 4.59 1.77 5.09
C48 5.30 0.66 4.64
C49 4.86 -0.02 3.51
C50 3.92 -2.29 1.39
C51 4.52 -2.90 0.28
C52 5.03 -4.19 0.33
C53 4.96 -4.93 1.50
C54 4.39 -4.34 2.63
C55 3.89 -3.05 2.57
H48 6.65 1.84 -2.79
H49 4.79 0.31 -3.45
H50 3.36 -0.68 -1.75
H51 5.56 1.33 1.31
H52 7.02 2.32 -0.39
H53 2.15 1.84 2.75
H54 2.90 3.04 4.75
H55 4.92 2.29 5.99
H56 6.18 0.32 5.17
H57 5.42 -0.89 3.17
H58 4.60 -2.36 -0.65
H59 5.48 -4.62 -0.56
H60 5.35 -5.94 1.55
H61 4.34 -4.89 3.56
H62 3.45 -2.62 3.46

---

Most stable = b

---

--- a ---
C3H9N3O | the ωB97M-V functional and the def2-TZVPD basis

Calculated values
HOMO-LUMO gap = 8.1 eV
LUMO level = 0.0341 Eh
SMILES string = CN(O)/C(N)=C/N
HOMO = -7.2 eV

Atoms and positions in Å:
C1 2.01 0.76 -0.32
N1 1.09 -0.36 -0.33
O1 1.72 -1.53 0.15
C2 -0.42 -0.37 -0.27
N2 -1.09 -1.55 -0.37
C3 -0.89 0.76 0.24
N3 -2.37 0.88 0.34
H1 1.67 1.53 -1.02
H2 3.01 0.45 -0.63
H3 2.09 1.21 0.68
H4 1.30 -1.66 1.03
H5 -0.48 -2.29 -0.72
H6 -1.94 -1.42 -0.92
H7 -0.38 1.69 0.47
H8 -2.62 1.77 0.76
H9 -2.72 0.11 0.91

---

--- b ---
C3H9N3O | the ωB97M-V functional and the def2-TZVPD basis

Calculated values
HOMO-LUMO gap = 10.0 eV
LUMO level = 0.0335 Eh
SMILES string = NCCNC(N)=O
HOMO = -9.1 eV

Atoms and positions in Å:
N1 0.21 1.95 -0.49
C1 0.77 1.10 0.51
C2 -0.34 0.20 1.11
N2 -1.13 -0.44 0.07
C3 -0.59 -1.29 -0.90
N3 0.41 -2.10 -0.46
O1 -1.04 -1.31 -2.02
H1 -0.03 1.57 -1.38
H2 0.64 2.85 -0.60
H3 1.60 0.44 0.20
H4 1.14 1.74 1.31
H5 -1.04 0.86 1.63
H6 0.09 -0.53 1.80
H7 -1.98 -0.03 -0.24
H8 0.70 -2.84 -1.07
H9 0.59 -2.18 0.53

---

Most stable = b

---

--- a ---
C3H9N3O | the ωB97M-V functional and the def2-TZVPD basis

Calculated values
HOMO-LUMO gap (alpha / beta) = 8.3 / 8.3 eV
LUMO level (alpha / beta) = -0.0122 / -0.0121 Eh
SMILES string = CC(C)=N.NN=O
HOMO (alpha / beta) = -8.6 / -8.6 eV

Atoms and positions in Å:
C1 1.34 -0.01 1.01
C2 0.52 0.13 -0.24
C3 1.22 -0.29 -1.50
N1 -0.33 1.19 -0.23
H1 1.65 -1.05 1.17
H2 2.23 0.61 0.93
H3 0.79 0.35 1.87
H4 1.71 -1.26 -1.37
H5 0.51 -0.37 -2.33
H6 2.01 0.42 -1.75
H7 -0.66 1.38 -1.18
N2 -2.55 -0.05 1.01
N3 -2.08 -0.39 -0.15
O1 -1.05 -1.19 -0.06
H8 -3.47 0.34 1.10
H9 -1.86 0.19 1.73

---

--- b ---
C3H9N3O | the ωB97M-V functional and the def2-TZVPD basis

Calculated values
HOMO-LUMO gap = 10.1 eV
LUMO level = 0.0409 Eh
SMILES string = NCCN1O[C@@H]1N
HOMO = -9.0 eV

Atoms and positions in Å:
N1 -0.93 -1.08 -1.00
C1 0.47 -1.51 -0.69
C2 1.18 -0.22 -0.61
N2 0.84 0.38 0.62
O1 0.90 1.83 0.66
C3 -0.34 1.34 0.73
N3 -1.06 1.34 1.98
H1 -1.53 -1.91 -1.01
H2 -1.05 -0.76 -1.92
H3 0.96 -1.93 -1.54
H4 0.64 -2.25 0.12
H5 2.18 -0.52 -0.49
H6 0.98 0.39 -1.44
H7 -0.96 1.58 -0.08
H8 -0.37 1.46 2.73
H9 -1.89 1.85 1.93

---

Most stable = b

---

--- a ---
C3H3Cl2NO2S | the ωB97M-V functional and the def2-TZVPD basis

Calculated values
HOMO-LUMO gap (alpha / beta) = 8.3 / 8.3 eV
LUMO level (alpha / beta) = -0.0156 / -0.0156 Eh
HOMO (alpha / beta) = -8.8 / -8.8 eV

Atoms and positions in Å:
C1 -0.36 -1.51 0.42
C2 -0.68 1.27 0.45
C3 1.57 -0.55 -0.76
N1 0.34 -0.68 -0.06
O1 -1.22 -2.05 0.99
O2 -3.16 0.65 0.33
S1 -2.08 0.84 1.29
Cl1 0.67 1.80 1.37
Cl2 -0.74 1.74 -1.19
H1 1.42 0.16 -1.58
H2 2.33 -0.15 -0.09
H3 1.91 -1.50 -1.17

---

--- b ---
C3H3Cl2NO2S | the ωB97M-V functional and the def2-TZVPD basis

Calculated values
HOMO-LUMO gap (alpha / beta) = 7.9 / 7.4 eV
LUMO level (alpha / beta) = -0.0538 / -0.0626 Eh
HOMO (alpha / beta) = -9.4 / -9.1 eV

Atoms and positions in Å:
C1 -0.25 -1.11 1.74
C2 1.04 -1.54 1.23
C3 -0.95 0.03 -1.28
N1 -0.67 0.15 1.28
O1 -1.05 -1.80 2.34
O2 1.19 0.91 -0.16
S1 -0.18 1.14 -0.09
Cl1 1.69 -3.05 1.71
Cl2 -2.23 0.61 -2.23
H1 1.58 -1.17 0.34
H2 -1.12 -0.98 -0.85
H3 -1.59 0.27 1.75

---

Most stable = a

---

--- a ---
H5NP2S2 | the ωB97M-V functional and the def2-TZVPD basis

Calculated values
HOMO-LUMO gap = 9.1 eV
LUMO level = 0.0187 Eh
SMILES string = SPN=[PH2]S
HOMO = -8.6 eV

Atoms and positions in Å:
S1 -2.51 1.15 0.52
P1 -1.57 -0.48 -0.44
N1 0.01 0.19 -0.68
P2 1.26 -0.31 0.12
S2 2.48 1.16 -0.51
H1 -3.27 0.61 1.47
H2 -1.95 -0.08 -1.75
H3 0.94 -0.21 1.58
H4 2.05 -1.56 -0.16
H5 1.19 1.47 -0.97

---

--- b ---
H5NP2S2 | the ωB97M-V functional and the def2-TZVPD basis

Calculated values
HOMO-LUMO gap = 7.9 eV
LUMO level = -0.0278 Eh
SMILES string = S=[PH2]NPS
HOMO = -8.6 eV

Atoms and positions in Å:
S1 3.07 -0.52 -1.13
P1 1.13 -0.30 -0.99
N1 0.23 -1.06 0.22
P2 -1.73 -0.25 0.69
S2 -1.20 1.73 1.46
H1 0.53 -0.81 -2.19
H2 0.51 0.93 -1.13
H3 0.66 -1.53 0.91
H4 -1.51 0.19 -0.56
H5 -1.69 1.61 2.72

---

Most stable = b